Record 1
{"formula": "C44H49AsCsN3O2S4Se", "method": "the ωB97M-V functional and the def2-TZVPD basis", "lumo_energy_ev": 0.0133, "relative_energy_kcal_mol": 34.4, "orbital_gap_ev": 6.69, "total_charge": 0, "homo_energy_ev": -6.67, "species": ["Cs", "Se", "As", "S", "S", "S", "S", "O", "O", "N", "N", "N", "C", "C", "C", "C", "C", "C", "C", "C", "C", "C", "C", "C", "C", "C", "C", "C", "C", "C", "C", "C", "C", "C", "C", "C", "C", "C", "C", "C", "C", "C", "C", "C", "C", "C", "C", "C", "C", "C", "C", "C", "C", "C", "C", "C", "H", "H", "H", "H", "H", "H", "H", "H", "H", "H", "H", "H", "H", "H", "H", "H", "H", "H", "H", "H", "H", "H", "H", "H", "H", "H", "H", "H", "H", "H", "H", "H", "H", "H", "H", "H", "H", "H", "H", "H", "H", "H", "H", "H", "H", "H", "H", "H", "H"], "xyz": [[-0.141, 0.083, 0.106], [-0.088, 1.029, -5.200], [-1.277, -1.575, 2.575], [2.715, -0.375, 2.223], [-0.340, 2.209, 2.928], [2.616, -1.701, -1.323], [-0.456, -2.756, -1.586], [-1.034, 1.663, 1.711], [1.267, 0.036, 2.253], [0.374, -3.456, -4.016], [2.362, -1.522, -3.962], [0.513, 1.157, -2.283], [-2.705, 3.587, 3.125], [3.500, -0.599, -4.070], [4.425, -1.127, 4.236], [3.943, -0.820, 6.573], [6.204, -1.773, -6.476], [4.792, -1.268, 5.565], [2.348, -0.091, 4.923], [4.731, -1.281, -4.621], [0.591, -2.795, -2.870], [0.284, 1.108, -3.430], [-2.214, 4.422, 5.743], [-1.579, -3.865, -5.432], [-1.523, -2.811, 7.395], [-3.642, 4.359, 3.801], [3.211, -0.524, 3.931], [6.944, -2.628, -5.671], [5.103, -1.104, -5.950], [-0.793, -4.317, -4.225], [-1.525, 3.253, 3.768], [2.723, -0.237, 6.254], [1.733, -1.910, -5.225], [-2.118, -1.498, 5.443], [1.902, -1.976, -2.801], [6.583, -2.806, -4.339], [-3.452, -1.850, 5.654], [-1.710, -0.635, 4.283], [-0.079, -2.944, 3.307], [-2.011, -2.540, -5.498], [1.317, -3.342, -5.134], [-1.161, -1.993, 6.332], [-1.274, 3.650, 5.076], [-3.397, 4.777, 5.104], [3.637, 1.150, 1.868], [-2.556, -4.274, -7.600], [-2.703, -2.086, -6.610], [-1.850, -4.725, -6.488], [1.935, 3.061, 1.589], [2.968, 2.373, 2.506], [-2.979, -2.953, -7.664], [-3.818, -2.668, 6.717], [-2.860, -2.736, 2.469], [0.698, 3.571, 2.330], [-2.854, -3.153, 7.593], [5.484, -2.137, -3.816], [7.803, -3.150, -6.077], [4.231, -0.938, 7.610], [-3.749, -2.143, 2.254], [-2.767, -4.953, -8.419], [7.160, -3.469, -3.706], [4.532, -0.426, -6.578], [0.869, -1.268, -5.410], [-0.465, -5.354, -4.330], [0.042, 4.153, 1.677], [-2.701, -3.420, 1.634], [-2.880, 3.232, 2.115], [-4.860, -2.929, 6.860], [5.072, -1.493, 3.443], [0.799, -3.626, -6.047], [-0.761, -3.185, 8.071], [2.170, -4.011, -4.990], [3.182, 0.213, -4.727], [5.195, -2.275, -2.780], [-0.806, -0.078, 4.528], [3.746, 3.087, 2.779], [-0.355, 3.351, 5.574], [6.482, -1.625, -7.513], [-4.211, -1.472, 4.977], [-3.517, -2.596, -8.535], [3.678, -0.197, -3.081], [2.454, -1.764, -6.026], [0.164, -3.642, 2.505], [2.402, 3.900, 1.075], [0.847, -2.486, 3.660], [2.495, 2.071, 3.445], [-2.030, 4.736, 6.763], [3.677, 1.222, 0.778], [-4.135, 5.371, 5.628], [-4.569, 4.630, 3.311], [-3.140, -3.782, 8.427], [-3.021, -3.314, 3.380], [-1.509, -5.756, -6.442], [-2.489, 0.088, 4.034], [0.954, 4.164, 3.212], [1.616, 2.373, 0.809], [-1.397, -4.240, -3.330], [5.734, -1.740, 5.817], [-0.547, -3.486, 4.128], [2.057, 0.099, 7.040], [-3.021, -1.051, -6.655], [-1.784, -1.853, -4.685], [4.646, 0.964, 2.238], [-0.117, -1.733, 6.182], [1.391, 0.338, 4.645]]}

Record 2
{"formula": "C44H49CuNP2", "method": "the ωB97M-V functional and the def2-TZVPD basis", "lumo_energy_ev": [0.3067, 0.2419], "relative_energy_kcal_mol": 4.3, "s2": 0.75, "orbital_gap_ev": [5.66, 6.80], "total_charge": 0, "spin_multiplicity": 2, "homo_energy_ev": [-5.35, -6.56], "species": ["Cu", "P", "P", "N", "C", "C", "C", "C", "C", "C", "C", "C", "C", "C", "C", "C", "C", "C", "C", "C", "C", "C", "C", "C", "C", "C", "C", "C", "C", "C", "C", "C", "C", "C", "C", "C", "C", "C", "C", "C", "C", "C", "C", "C", "C", "C", "C", "C", "H", "H", "H", "H", "H", "H", "H", "H", "H", "H", "H", "H", "H", "H", "H", "H", "H", "H", "H", "H", "H", "H", "H", "H", "H", "H", "H", "H", "H", "H", "H", "H", "H", "H", "H", "H", "H", "H", "H", "H", "H", "H", "H", "H", "H", "H", "H", "H", "H"], "xyz": [[-0.208, -1.601, -0.968], [-0.014, 0.993, 2.633], [0.367, 0.618, -1.115], [4.040, -3.266, 1.372], [0.485, 1.906, 4.100], [-2.374, 3.511, -2.302], [1.253, 3.535, 6.229], [3.529, -3.665, -1.326], [2.847, 0.493, -2.328], [-2.950, 2.254, -0.089], [-3.123, 3.476, -0.939], [-2.657, -2.087, 3.345], [-4.593, 1.411, -2.554], [5.273, -2.676, 1.811], [-2.600, -1.877, -2.521], [-0.510, -0.397, -3.746], [-0.143, 2.140, 1.279], [-2.753, 0.697, 3.074], [-4.766, 0.873, -1.111], [-1.475, -1.364, 3.147], [1.627, 2.721, 3.984], [3.848, 0.958, -3.174], [3.722, -4.576, 1.858], [-3.204, 1.283, -3.102], [0.029, 2.008, -0.086], [-1.263, -1.309, -4.473], [1.646, 1.228, -2.218], [-2.223, 2.192, -2.989], [1.274, -0.160, 2.174], [2.967, -2.487, 0.777], [3.206, -4.387, -2.471], [2.481, 2.882, -3.768], [-3.886, -1.422, 3.414], [-0.794, -0.179, -2.368], [-1.518, 0.038, 2.980], [2.522, -3.048, -0.556], [-1.910, -0.899, -1.773], [-3.929, -0.027, 3.288], [1.476, 2.438, -2.911], [0.146, 2.687, 6.362], [-3.578, 1.080, -0.221], [0.896, -3.686, -2.204], [3.670, 2.147, -3.896], [2.011, 3.534, 5.052], [-2.274, -2.064, -3.856], [1.231, -2.938, -1.089], [1.881, -4.417, -2.905], [-0.237, 1.861, 5.304], [-1.085, 1.182, 5.409], [-4.885, 0.494, 3.356], [6.067, -2.841, 1.057], [-3.375, -2.464, -2.015], [-4.940, 2.453, -2.596], [5.599, -3.174, 2.738], [-4.187, 3.681, -1.131], [4.453, 2.498, -4.571], [-2.745, 4.329, -0.352], [1.608, -4.983, -3.794], [3.648, -5.290, 1.024], [3.328, -1.451, 0.648], [-5.265, 0.826, -3.204], [0.282, 0.172, -4.240], [4.521, -4.902, 2.538], [2.898, 4.169, 4.952], [2.336, 3.803, -4.336], [-1.086, -1.453, -5.543], [-0.415, 3.151, 1.615], [-2.805, 1.784, 2.992], [2.207, 2.707, 3.059], [-5.646, 1.369, -0.660], [2.967, -0.417, -1.738], [-2.369, 2.429, 0.819], [4.558, -3.609, -0.966], [1.537, 4.201, 7.050], [2.757, -4.577, 2.392], [0.072, 2.952, -0.663], [-3.372, 0.274, 0.494], [1.844, -0.456, 3.068], [3.995, -4.916, -3.004], [0.809, -1.045, 1.712], [-0.122, -3.717, -2.594], [-2.910, 4.210, -2.971], [-2.612, -3.176, 3.455], [-3.071, 0.437, -3.778], [-2.362, -0.525, -0.855], [5.172, -1.593, 1.975], [4.775, 0.388, -3.277], [-0.520, -1.894, 3.138], [-2.809, -2.822, -4.436], [0.567, 3.027, -2.768], [2.119, -2.504, 1.482], [-1.319, 2.103, -3.597], [-0.425, 2.678, 7.293], [1.962, 0.297, 1.447], [-5.017, -0.198, -1.152], [-4.809, -1.996, 3.564], [-1.380, 3.964, -2.164]]}

Record 3
{"formula": "C44H49N4", "method": "the ωB97M-V functional and the def2-TZVPD basis", "lumo_energy_ev": -3.0189, "relative_energy_kcal_mol": 0.0, "orbital_gap_ev": 6.08, "total_charge": 1, "homo_energy_ev": -9.10, "species": ["N", "N", "N", "N", "C", "C", "C", "C", "C", "C", "C", "C", "C", "C", "C", "C", "C", "C", "C", "C", "C", "C", "C", "C", "C", "C", "C", "C", "C", "C", "C", "C", "C", "C", "C", "C", "C", "C", "C", "C", "C", "C", "C", "C", "C", "C", "C", "C", "H", "H", "H", "H", "H", "H", "H", "H", "H", "H", "H", "H", "H", "H", "H", "H", "H", "H", "H", "H", "H", "H", "H", "H", "H", "H", "H", "H", "H", "H", "H", "H", "H", "H", "H", "H", "H", "H", "H", "H", "H", "H", "H", "H", "H", "H", "H", "H", "H"], "xyz": [[1.773, -4.383, -2.013], [-2.018, 0.899, 2.610], [0.165, 1.002, 2.693], [-0.182, 3.060, -4.301], [-0.866, 0.433, 1.972], [2.490, 1.519, 2.393], [5.511, -0.784, 2.293], [-0.322, 1.841, 3.681], [0.752, -1.654, 3.662], [-0.226, 4.412, -3.790], [-5.445, 0.966, 1.226], [-4.120, 0.102, 3.547], [-3.399, 0.583, 2.435], [2.124, 2.968, 2.253], [0.120, 2.955, -5.718], [4.110, -0.296, 2.455], [-6.175, 0.372, 2.264], [2.781, -5.432, -2.169], [-0.931, 4.484, -2.439], [-0.195, 1.583, -6.264], [-1.661, 1.806, 3.621], [1.512, 0.567, 2.682], [-1.041, -2.565, -3.256], [-1.384, -3.271, -4.430], [1.800, -0.746, 3.061], [0.420, 0.753, -3.946], [0.249, 1.182, -1.187], [0.025, 2.251, -2.034], [-5.508, -0.012, 3.430], [-3.452, -0.263, 4.839], [3.112, -1.184, 2.866], [-4.053, 1.106, 1.322], [0.715, -0.265, -3.053], [0.591, -1.173, -0.655], [0.467, -4.829, -4.097], [-0.541, -0.567, 1.003], [0.486, 0.496, -5.427], [-7.650, 0.134, 2.120], [0.503, -0.102, -1.662], [-0.288, 3.560, -1.428], [3.800, 1.050, 2.242], [0.674, -4.216, -2.859], [1.739, -3.422, -1.037], [-0.637, -4.380, -4.850], [-0.037, -3.057, -2.412], [0.700, -2.508, -1.281], [-3.243, 1.872, 0.315], [0.080, 2.040, -3.442], [6.108, -0.580, 3.188], [-3.894, 2.296, -0.457], [0.202, 1.287, -0.099], [-0.925, -4.905, -5.768], [-1.277, 1.422, -6.263], [-0.759, 5.016, -4.532], [-0.931, 5.512, -2.074], [2.044, 3.484, 3.226], [4.583, 1.750, 1.946], [2.521, -3.322, -0.298], [1.222, -2.594, 3.985], [0.152, 1.543, -7.297], [-2.408, 2.301, 4.250], [6.002, -0.295, 1.448], [-8.204, 0.479, 3.001], [1.161, 3.094, 1.739], [1.186, 3.188, -5.875], [-1.529, -1.623, -3.018], [0.626, 4.004, -1.015], [-5.964, 1.324, 0.338], [0.343, 2.366, 4.368], [-3.296, 0.608, 5.495], [1.496, -1.013, -0.011], [2.887, 3.495, 1.668], [3.658, -5.075, -2.741], [0.036, -0.483, -5.657], [-0.959, 3.416, -0.575], [0.239, -1.192, 4.521], [0.796, 4.825, -3.688], [-2.499, 1.228, -0.177], [0.138, -1.349, 1.395], [-1.974, 4.174, -2.561], [1.160, -5.607, -4.431], [-2.484, -0.761, 4.697], [-0.039, -1.971, 2.967], [3.104, -5.739, -1.164], [-8.035, 0.649, 1.234], [-7.854, -0.939, 2.006], [-4.102, -0.953, 5.392], [-1.284, -0.713, 0.222], [-2.223, -2.917, -5.043], [3.367, -2.232, 3.039], [-2.697, 2.709, 0.785], [2.296, -6.250, -2.717], [-0.472, 3.736, -6.202], [-6.081, -0.408, 4.274], [1.145, -1.179, -3.488], [5.516, -1.864, 2.131], [1.541, 0.416, -5.749]]}

Record 4
{"formula": "C44H49N5O8Zr", "method": "the ωB97M-V functional and the def2-TZVPD basis", "lumo_energy_ev": -0.3284, "relative_energy_kcal_mol": 6.1, "orbital_gap_ev": 7.21, "total_charge": 0, "homo_energy_ev": -7.53, "species": ["Zr", "O", "O", "O", "O", "O", "O", "O", "O", "N", "N", "N", "N", "N", "C", "C", "C", "C", "C", "C", "C", "C", "C", "C", "C", "C", "C", "C", "C", "C", "C", "C", "C", "C", "C", "C", "C", "C", "C", "C", "C", "C", "C", "C", "C", "C", "C", "C", "C", "C", "C", "C", "C", "C", "C", "C", "C", "C", "H", "H", "H", "H", "H", "H", "H", "H", "H", "H", "H", "H", "H", "H", "H", "H", "H", "H", "H", "H", "H", "H", "H", "H", "H", "H", "H", "H", "H", "H", "H", "H", "H", "H", "H", "H", "H", "H", "H", "H", "H", "H", "H", "H", "H", "H", "H", "H", "H"], "xyz": [[-0.268, 0.377, 0.478], [-1.008, 0.997, -1.342], [-4.265, -4.310, -0.666], [0.351, -1.615, 0.391], [1.865, 0.221, -0.701], [0.414, 2.338, 0.559], [1.906, 3.981, 0.641], [-0.929, 3.044, -2.245], [-0.012, -2.261, 7.840], [1.475, 0.171, 2.049], [-3.766, -5.748, -2.337], [4.625, -3.243, 3.599], [-1.365, -1.766, -2.590], [4.566, -3.248, 4.833], [3.345, -2.969, 5.540], [0.033, -1.358, 8.926], [-1.960, -1.214, -3.643], [-2.704, -0.071, 0.915], [3.023, -3.645, 1.827], [2.340, -1.813, 7.405], [-2.823, 2.529, 0.986], [1.947, -1.106, 2.070], [-2.350, 1.193, 1.473], [3.447, -2.106, 6.619], [3.548, -0.498, 3.761], [-3.030, -6.094, -3.544], [-0.673, -1.176, 3.848], [2.871, 1.263, -0.752], [-2.275, -2.560, 1.593], [2.032, 2.461, -1.207], [-3.755, -4.523, -1.758], [1.369, -2.015, 1.123], [1.955, -3.263, 0.994], [2.012, 1.082, 2.828], [-3.728, -2.809, -3.610], [-3.115, -3.391, -2.509], [3.000, -1.493, 2.919], [2.844, 0.045, -2.801], [2.143, -3.629, 5.292], [-0.396, 2.003, -1.942], [-1.931, -2.830, -2.038], [-2.102, -1.078, 1.711], [1.415, 3.026, 0.076], [3.496, -2.818, 2.812], [-1.517, 0.960, 2.595], [3.062, 0.777, 3.715], [-5.955, -6.741, -1.712], [-3.680, -0.244, -0.211], [1.085, 1.763, -2.237], [1.135, -2.457, 7.139], [-1.360, -0.446, 2.734], [-3.139, -1.698, -4.189], [1.503, 0.296, -2.119], [-4.439, -6.823, -1.613], [3.817, 0.767, -1.844], [-1.060, 2.034, 3.537], [1.054, -3.385, 6.098], [-3.936, -6.485, -4.701], [3.321, 1.374, 0.234], [-3.590, -1.205, -5.040], [1.578, -3.940, 0.241], [-2.408, -5.246, -3.822], [-1.908, 2.410, 4.115], [0.027, -0.543, 4.395], [-6.310, -5.818, -1.257], [2.860, 0.448, -3.812], [4.405, -1.652, 6.838], [-3.342, -6.754, -5.574], [-2.350, -6.917, -3.300], [3.473, -4.622, 1.702], [-6.281, -6.767, -2.752], [-4.072, -7.763, -2.028], [2.437, -1.114, 8.221], [4.352, 1.594, -2.309], [-1.430, -3.242, -1.169], [-4.130, -6.778, -0.567], [-3.910, -1.295, -0.383], [2.060, -4.346, 4.488], [0.760, -1.678, 9.677], [-1.488, -0.327, -4.051], [-3.733, 2.834, 1.511], [4.550, 0.077, -1.428], [-4.617, 0.264, 0.025], [-1.406, -1.549, 4.570], [-3.302, 0.182, -1.142], [3.055, -1.022, -2.850], [-4.591, -5.658, -4.975], [0.276, -0.346, 8.589], [-4.656, -3.210, -3.997], [-3.040, 2.506, -0.082], [-0.963, -1.362, 9.362], [-0.628, 2.881, 3.000], [-2.989, -2.836, 0.820], [-6.417, -7.577, -1.189], [1.272, 2.152, -3.239], [1.625, 2.089, 2.730], [-0.320, 1.668, 4.249], [-0.118, -2.042, 3.486], [0.114, -3.895, 5.933], [3.479, 1.563, 4.328], [-4.561, -7.340, -4.446], [2.642, 3.245, -1.651], [-1.326, -3.054, 1.371], [0.715, -0.430, -2.317], [4.374, -0.744, 4.416], [-2.641, -2.968, 2.538], [-2.069, 3.301, 1.143]]}